Entry 1:
Below is a cluster of 8 separate species, C72H152N8O8 in total at a distorted geometry, with properties calculated with ωB97M-V/def2-TZVPD.

Energy: -3873.92833 Eh
E_LUMO: 0.5 eV
2S+1: 1
Relative energy (zero: lowest compared OMol25 entry of this formula, charge and spin): 710.87 kJ/mol

CARTESIAN COORDINATES (ANGSTROEM)
C 1.274 -7.975 -0.020
C 0.066 -8.520 -0.787
C 0.360 -10.067 -0.846
C -1.231 -8.328 0.036
C -1.727 -6.901 0.061
C -1.969 -6.336 -1.333
C -0.665 -6.474 -2.249
C -1.143 -6.182 -3.687
C 0.211 -5.371 -1.868
N -0.110 -7.869 -2.138
O 0.967 -8.114 -2.954
H 1.371 -8.600 0.868
H 2.221 -8.190 -0.515
H 1.020 -6.972 0.324
H 1.410 -10.350 -0.911
H -0.051 -10.472 0.079
H -0.161 -10.526 -1.687
H -2.031 -8.953 -0.360
H -1.042 -8.624 1.068
H -2.647 -6.815 0.639
H -1.021 -6.307 0.642
H -2.369 -5.332 -1.192
H -2.838 -6.818 -1.781
H -2.022 -6.780 -3.925
H -0.444 -6.402 -4.493
H -1.480 -5.163 -3.878
H 0.431 -5.197 -0.815
H -0.064 -4.445 -2.375
H 1.287 -5.421 -2.030
H 0.655 -8.831 -3.511
C 2.268 -2.314 0.100
C 1.117 -1.309 0.264
C -0.069 -1.617 -0.747
C 0.501 -1.505 1.689
C -0.528 -0.473 2.060
C 0.046 0.896 1.918
C 0.682 1.261 0.472
C -0.456 1.679 -0.500
C 1.514 2.551 0.726
N 1.557 0.125 0.072
O 2.224 0.201 -1.110
H 3.141 -2.094 0.714
H 1.999 -3.367 0.174
H 2.666 -2.203 -0.909
H -0.874 -0.884 -0.702
H 0.132 -1.613 -1.818
H -0.647 -2.509 -0.505
H 0.034 -2.479 1.543
H 1.360 -1.689 2.335
H -1.506 -0.576 1.589
H -0.908 -0.767 3.038
H 0.824 1.036 2.669
H -0.796 1.580 2.025
H -0.674 2.728 -0.300
H -1.360 1.087 -0.358
H -0.082 1.661 -1.524
H 1.952 2.865 -0.221
H 2.393 2.269 1.307
H 0.981 3.434 1.079
H 3.115 0.414 -0.822
C -3.367 1.504 -2.322
C -4.698 2.086 -1.674
C -4.625 1.840 -0.147
C -4.743 3.624 -1.868
C -5.108 4.013 -3.277
C -6.406 3.302 -3.719
C -6.454 1.746 -3.506
C -7.957 1.423 -3.490
C -5.815 1.059 -4.731
N -5.869 1.383 -2.216
O -6.002 0.015 -1.945
H -3.159 0.498 -1.956
H -3.486 1.282 -3.382
H -2.540 2.197 -2.168
H -5.597 2.169 0.222
H -4.530 0.781 0.093
H -3.865 2.472 0.312
H -5.485 4.032 -1.183
H -3.869 4.163 -1.502
H -5.234 5.085 -3.429
H -4.431 3.680 -4.064
H -6.501 3.586 -4.767
H -7.331 3.692 -3.295
H -7.981 0.337 -3.586
H -8.592 1.829 -4.277
H -8.396 1.740 -2.544
H -4.877 1.508 -5.058
H -6.468 0.984 -5.601
H -5.542 0.015 -4.580
H -6.626 -0.054 -1.219
C -0.427 3.310 4.387
C 0.097 3.560 5.898
C 1.348 4.517 5.687
C -1.060 4.353 6.650
C -0.859 4.496 8.202
C -0.835 3.102 8.747
C 0.358 2.222 8.080
C 1.722 2.708 8.694
C 0.014 0.776 8.494
N 0.300 2.327 6.617
O 1.141 1.342 5.977
H -1.078 4.050 3.922
H 0.325 2.902 3.713
H -1.018 2.395 4.429
H 2.130 3.865 5.299
H 1.270 5.381 5.027
H 1.752 4.882 6.632
H -1.060 5.379 6.281
H -2.057 3.997 6.393
H 0.076 4.927 8.562
H -1.686 5.024 8.678
H -1.776 2.628 8.468
H -0.735 3.108 9.832
H 1.822 3.705 8.264
H 2.612 2.148 8.410
H 1.769 2.671 9.782
H 0.275 0.647 9.544
H 0.729 0.146 7.964
H -0.936 0.334 8.195
H 2.048 1.654 6.021
C 5.361 0.675 0.220
C 6.020 1.143 -1.080
C 7.186 2.024 -0.738
C 6.416 -0.173 -1.824
C 6.996 0.044 -3.245
C 5.977 0.860 -4.099
C 5.390 2.166 -3.367
C 6.302 3.412 -3.710
C 4.012 2.397 -4.057
N 5.140 1.963 -1.897
O 4.410 3.056 -1.240
H 4.847 1.481 0.744
H 4.554 -0.013 -0.035
H 6.068 0.199 0.899
H 7.962 1.424 -0.263
H 7.706 2.471 -1.586
H 6.938 2.905 -0.146
H 7.123 -0.765 -1.242
H 5.521 -0.767 -2.007
H 7.908 0.633 -3.140
H 7.339 -0.883 -3.704
H 5.218 0.262 -4.604
H 6.625 1.062 -4.951
H 7.369 3.229 -3.582
H 6.043 4.281 -3.105
H 6.164 3.734 -4.742
H 3.279 1.776 -3.542
H 3.973 2.179 -5.125
H 3.807 3.467 -4.080
H 3.517 2.724 -1.359
C -1.442 5.829 -0.917
C -1.938 6.535 0.404
C -3.383 6.128 0.626
C -0.904 6.046 1.449
C -0.965 6.935 2.788
C -0.918 8.390 2.438
C -1.909 8.942 1.395
C -3.295 9.220 2.054
C -1.381 10.243 0.856
N -1.935 7.983 0.235
O -2.700 8.402 -0.938
H -0.481 6.158 -1.312
H -1.316 4.771 -0.688
H -2.174 5.874 -1.723
H -3.731 6.437 1.612
H -3.991 6.536 -0.181
H -3.353 5.039 0.612
H -1.089 4.992 1.658
H 0.084 6.195 1.015
H -1.979 6.682 3.099
H -0.345 6.587 3.614
H 0.053 8.583 1.984
H -0.998 8.960 3.364
H -3.713 8.262 2.362
H -4.062 9.554 1.355
H -3.342 9.971 2.844
H -1.310 11.025 1.611
H -2.131 10.667 0.187
H -0.425 10.136 0.343
H -2.002 8.898 -1.372
C 0.014 -3.716 4.630
C 1.461 -4.227 5.046
C 2.617 -3.154 5.079
C 1.392 -4.926 6.407
C 0.562 -6.253 6.371
C 1.295 -7.168 5.451
C 1.502 -6.594 4.007
C 2.599 -7.446 3.414
C 0.185 -6.699 3.258
N 1.996 -5.166 4.084
O 2.178 -4.624 2.804
H -0.869 -4.142 5.106
H -0.083 -2.636 4.744
H -0.228 -3.699 3.567
H 2.401 -2.494 5.920
H 3.571 -3.622 5.320
H 2.716 -2.523 4.196
H 2.373 -5.059 6.864
H 0.898 -4.232 7.087
H 0.473 -6.702 7.361
H -0.472 -6.113 6.058
H 0.747 -8.103 5.564
H 2.274 -7.318 5.906
H 3.471 -7.348 4.060
H 2.834 -6.925 2.486
H 2.471 -8.504 3.181
H -0.624 -6.212 3.801
H -0.176 -7.711 3.071
H 0.307 -6.247 2.274
H 1.269 -4.514 2.516
C 0.553 -2.813 -5.366
C 0.661 -1.391 -5.914
C 1.338 -0.427 -4.831
C 1.579 -1.491 -7.151
C 0.998 -2.070 -8.477
C -0.281 -1.295 -8.808
C -1.358 -1.265 -7.596
C -2.354 -0.102 -7.899
C -2.060 -2.718 -7.467
N -0.680 -0.847 -6.382
O -1.541 -0.818 -5.270
H -0.119 -3.395 -5.997
H 1.512 -3.312 -5.224
H 0.143 -2.648 -4.370
H 1.655 0.442 -5.409
H 0.727 -0.133 -3.978
H 2.217 -0.815 -4.317
H 2.012 -0.511 -7.348
H 2.426 -2.140 -6.927
H 1.753 -2.156 -9.259
H 0.830 -3.099 -8.161
H -0.718 -1.762 -9.690
H 0.080 -0.309 -9.101
H -2.815 -0.112 -8.886
H -1.790 0.831 -7.898
H -3.202 -0.015 -7.219
H -2.847 -2.873 -8.206
H -2.591 -2.747 -6.516
H -1.444 -3.603 -7.627
H -1.500 0.127 -5.109

These are the Mulliken partial charges, in e, on atoms 1 to 4:
1 C -0.99
2 C 1.56
3 C -2.00
4 C -1.25

=====

Entry 2:
Below is a structure of composition C12H48N6O12 at a distorted geometry, with properties calculated with ωB97M-V/def2-TZVPD.

Energy: -1716.25053 Eh
E_LUMO: -0.7 eV
2S+1: 1
Relative energy (zero: lowest compared OMol25 entry of this formula, charge and spin): 3064.89 kJ/mol

CARTESIAN COORDINATES (ANGSTROEM)
C 0.834 -3.007 -1.886
O 0.973 -2.745 -3.184
H 0.244 -3.918 -1.787
H 1.714 -3.132 -1.255
H 0.325 -2.142 -1.460
H 1.539 -1.986 -3.342
C -3.055 1.043 -0.159
O -2.651 1.730 1.031
H -3.587 1.715 -0.832
H -2.310 0.370 -0.584
H -3.806 0.364 0.246
H -1.917 2.329 0.873
C -0.227 -0.385 -0.113
O 0.843 0.441 -0.522
H -1.066 0.262 0.143
H -0.519 -1.036 -0.936
H 0.098 -1.026 0.707
H 0.691 1.335 -0.209
C 0.650 1.212 -3.142
O 1.779 0.661 -3.697
H 0.512 1.081 -2.069
H 0.531 2.276 -3.344
H -0.214 0.714 -3.581
H 1.934 0.898 -4.614
C 0.420 -3.766 0.579
O 0.706 -2.355 0.537
H 0.866 -4.364 -0.215
H 0.754 -4.209 1.518
H -0.635 -3.929 0.358
H 1.427 -2.173 -0.070
C 0.416 -2.105 3.326
O 0.240 -1.190 2.262
H 1.187 -2.848 3.121
H 0.555 -1.525 4.239
H -0.518 -2.610 3.571
H 0.151 -1.703 1.455
C 2.367 3.070 0.152
O 1.294 2.129 0.156
H 2.565 3.062 -0.920
H 1.932 4.012 0.487
H 3.175 2.863 0.854
H 0.518 2.384 -0.348
C -2.346 -1.670 -1.631
O -2.418 -2.069 -0.284
H -2.558 -2.555 -2.231
H -3.109 -0.908 -1.788
H -1.369 -1.293 -1.933
H -2.779 -2.958 -0.268
C 1.041 1.304 2.360
O 0.483 1.149 3.646
H 1.505 2.290 2.341
H 1.815 0.571 2.131
H 0.324 1.361 1.541
H -0.221 0.511 3.507
C -1.793 0.675 3.437
O -2.027 1.822 3.840
N -1.729 0.365 2.216
N -1.507 -0.275 4.285
H -1.448 -0.512 1.801
H -2.311 0.947 1.630
H -1.407 -1.233 3.982
H -1.315 -0.076 5.257
C 2.859 -1.146 -1.841
O 3.342 -1.650 -2.830
N 3.068 -1.602 -0.644
N 1.961 -0.192 -1.987
H 2.719 -1.093 0.156
H 3.775 -2.321 -0.677
H 1.406 0.086 -1.191
H 1.815 0.300 -2.857
C -0.905 3.121 -0.915
O -0.647 2.033 -0.511
N -1.547 3.179 -2.036
N -0.616 4.275 -0.478
H -1.588 4.081 -2.489
H -1.860 2.315 -2.455
H -0.270 4.303 0.471
H -1.079 5.068 -0.899

These are the Mulliken partial charges, in e, on atoms 1 to 4:
1 C -0.41
2 O -0.67
3 H 0.28
4 H 0.74

=====

Entry 3:
Below is a cluster of 15 separate species, C3H36N2O14 in total at a distorted geometry, with properties calculated with ωB97M-V/def2-TZVPD.

Energy: -1298.74325 Eh
E_LUMO: 0.1 eV
2S+1: 1
Relative energy (zero: lowest compared OMol25 entry of this formula, charge and spin): 26.21 kJ/mol

CARTESIAN COORDINATES (ANGSTROEM)
C -0.344 0.505 -0.772
C -0.728 -0.913 -0.502
N -0.003 -1.317 0.682
C -0.625 -1.413 1.900
N -0.104 -1.125 3.029
H 0.669 0.423 -1.267
H -0.182 1.265 -0.047
H -0.982 0.960 -1.588
H -1.822 -1.059 -0.531
H -0.431 -1.557 -1.379
H 0.952 -0.992 0.793
H -1.662 -1.819 1.757
H -0.709 -1.200 3.836
H 3.425 0.426 0.421
H 3.511 0.935 1.883
O 3.876 1.072 0.999
H -2.761 2.021 2.006
H -2.324 0.630 2.646
O -3.066 1.115 2.274
H 0.928 -0.380 -3.868
H 1.696 0.920 -3.923
O 1.643 0.095 -3.427
H -3.640 -1.493 -1.765
H -4.375 -1.757 -0.506
O -3.816 -2.221 -1.142
H 0.327 -3.049 -2.693
H -1.069 -3.460 -2.480
O -0.511 -3.099 -3.181
H -4.185 0.387 -2.949
H -4.157 0.743 -1.504
O -4.184 -0.048 -2.089
H 2.940 -3.693 -1.315
H 1.647 -3.430 -0.479
O 1.974 -3.810 -1.298
H 2.557 0.348 -1.668
H 3.103 -1.143 -1.488
O 2.948 -0.287 -1.068
H 1.173 4.011 1.220
H 1.605 4.943 0.146
O 0.902 4.843 0.798
H -0.766 2.992 1.573
H -1.765 4.094 1.237
O -1.754 3.139 1.376
H 0.489 1.466 1.345
H 0.825 1.965 2.764
O 0.625 2.271 1.857
H 4.978 -3.584 -0.984
H 4.810 -2.458 -0.011
O 4.508 -2.742 -0.890
H -4.562 1.662 0.511
H -3.358 2.378 0.107
O -4.198 2.070 -0.289
H 1.323 -0.457 3.144
H 2.630 0.535 3.748
O 2.018 0.298 3.053

These are the Mulliken partial charges, in e, on atoms 1 to 4:
1 C -0.56
2 C 0.93
3 N 0.00
4 C -0.28

=====

Entry 4:
Below is a structure of composition C55H51IrN3O3P2Sb at a distorted geometry, with properties calculated with ωB97M-V/def2-TZVPD.

Energy: -3542.67698 Eh
Net charge: +3
E_LUMO (alpha / beta): -7.0 / -9.9 eV
2S+1: 6

CARTESIAN COORDINATES (ANGSTROEM)
Ir -21.744 -4.020 -4.888
O -26.183 -4.556 -0.757
C -26.115 -5.772 -0.965
C -26.873 -6.585 -0.084
C -26.750 -8.038 -0.182
C -25.963 -8.568 -1.160
C -25.108 -7.794 -1.908
C -25.143 -6.393 -1.810
C -24.065 -5.573 -2.503
O -22.982 -5.983 -2.905
N -24.420 -4.242 -2.673
N -23.486 -3.412 -3.297
C -23.601 -2.151 -3.191
C -22.629 -1.250 -3.906
C -22.727 0.075 -3.690
C -22.061 0.891 -4.530
C -21.247 0.372 -5.452
C -21.016 -0.961 -5.430
N -21.671 -1.832 -4.741
H -25.022 -3.816 -2.091
H -27.448 -6.039 0.608
H -27.310 -8.632 0.488
H -26.098 -9.651 -1.220
H -24.388 -8.387 -2.390
H -24.448 -1.757 -2.671
H -23.436 0.358 -2.998
H -22.187 1.961 -4.429
H -20.678 1.002 -6.108
H -20.240 -1.409 -6.111
C -19.762 -1.346 -9.560
C -19.642 -2.865 -9.682
C -19.118 -3.125 -11.078
C -18.762 -3.460 -8.616
C -17.478 -3.844 -8.781
C -16.763 -4.476 -7.689
C -17.375 -4.738 -6.495
C -18.729 -4.452 -6.375
P -19.655 -5.003 -4.897
C -18.570 -4.551 -3.504
C -18.428 -3.153 -3.151
C -17.504 -2.761 -2.229
C -16.602 -3.727 -1.655
C -16.705 -5.081 -1.980
C -17.676 -5.476 -2.939
C -19.731 -6.814 -4.947
C -20.710 -7.494 -4.221
C -20.780 -8.858 -4.263
C -19.960 -9.566 -5.109
C -19.091 -8.930 -5.991
C -18.976 -7.522 -5.911
C -19.367 -3.729 -7.372
O -20.706 -3.453 -7.196
C -21.559 -3.575 -8.331
C -22.894 -3.872 -8.112
C -23.711 -4.065 -9.234
C -23.223 -3.764 -10.488
C -21.894 -3.584 -10.702
C -21.035 -3.414 -9.603
P -23.480 -4.241 -6.457
C -24.875 -3.157 -6.106
C -24.973 -1.902 -6.809
C -26.210 -1.237 -6.724
C -27.264 -1.735 -6.018
C -27.178 -2.966 -5.399
C -26.013 -3.639 -5.408
C -24.256 -5.857 -6.553
C -25.457 -6.038 -7.252
C -25.961 -7.273 -7.452
C -25.276 -8.425 -6.973
C -23.979 -8.248 -6.463
C -23.549 -6.961 -6.168
H -18.810 -0.803 -9.724
H -20.174 -1.046 -8.582
H -20.416 -1.048 -10.387
H -18.181 -2.577 -11.241
H -19.842 -2.753 -11.795
H -18.969 -4.197 -11.286
H -16.986 -3.862 -9.758
H -15.745 -4.751 -7.758
H -16.792 -5.243 -5.666
H -19.068 -2.401 -3.662
H -17.410 -1.764 -1.943
H -15.868 -3.345 -0.892
H -16.021 -5.853 -1.579
H -17.629 -6.475 -3.264
H -21.269 -6.960 -3.470
H -21.425 -9.470 -3.632
H -19.959 -10.678 -5.093
H -18.584 -9.429 -6.851
H -18.389 -7.002 -6.691
H -24.749 -4.295 -9.097
H -23.858 -3.919 -11.356
H -21.552 -3.489 -11.752
H -24.067 -1.436 -7.202
H -26.236 -0.240 -7.117
H -28.223 -1.139 -5.944
H -28.038 -3.456 -4.911
H -25.909 -4.587 -4.949
H -25.964 -5.186 -7.631
H -26.893 -7.474 -7.958
H -25.613 -9.475 -7.018
H -23.398 -9.066 -6.215
H -22.647 -6.827 -5.613
C -17.016 -6.526 3.956
Sb -17.212 -5.229 2.207
C -16.505 -3.250 2.596
C -19.246 -4.900 1.860
H -17.228 -5.922 4.836
H -15.936 -6.819 3.892
H -17.597 -7.471 3.866
H -16.880 -2.923 3.536
H -16.694 -2.549 1.800
H -15.450 -3.358 2.774
H -19.767 -5.411 2.618
H -19.557 -5.418 0.917
H -19.587 -3.872 1.767

These are the Mulliken partial charges, in e, on atoms 1 to 4:
1 Ir 2.89
2 O -0.69
3 C 0.63
4 C -0.50